Entry 1:
Computed, not measured: a 2-piece molecular cluster, C3H5NO3 overall at a distorted geometry, with ωB97M-V/def2-TZVPD.

XYZ file:
```
12
Properties=species:S:1:pos:R:3:forces:R:3
C 0.073840 0.141643 1.276711 0.17 -0.14 0.02
C 1.791492 -0.673054 -1.072545 1.00 -0.30 -1.20
C 0.243133 0.853943 -0.044234 -1.54 0.89 0.56
N -1.556984 -0.556510 -0.899320 -0.12 -0.45 0.31
O -0.655335 0.513941 -1.062425 0.80 0.52 0.24
O 2.326164 -0.335268 -2.007916 -0.29 -0.32 0.63
O 0.963098 1.794934 -0.226097 -0.17 -0.56 -0.17
H -2.274165 -0.284372 -0.219670 0.42 -0.05 -0.16
H -1.042680 -1.369021 -0.546304 -0.19 0.33 -0.06
H 0.402981 -0.900280 1.183010 -0.21 0.21 0.11
H -0.973748 0.173079 1.600081 0.26 -0.05 -0.05
H 0.702202 0.640964 2.018708 -0.13 -0.07 -0.22
```
Forces are in eV/Å.

Summary:
* ΔE to the lowest compared entry with this formula, charge and spin: 74.7 kcal/mol
* Kohn-Sham gap: 10.79 eV
* net charge: 0
* LUMO level: 0.7 eV

These are the natural (NBO) partial charges, in e, on atoms 1 to 2:
1. C -0.750
2. C 0.482


Entry 2:
Computed, not measured: C2H5NO2 as an isolated structure at a distorted geometry, with ωB97M-V/def2-TZVPD.

XYZ file:
```
10
Properties=species:S:1:pos:R:3:forces:R:3
C -0.542884 -0.996425 -0.074212 3.06 0.51 1.29
C 0.712862 -0.011493 0.013334 -3.18 2.53 -0.97
H -1.953890 -0.170008 0.883402 -2.59 -0.22 3.78
H -2.361574 0.208328 -0.705276 2.22 -1.51 2.11
H -0.394217 -1.588061 -0.973729 -0.69 0.15 -0.14
H -0.360587 -1.681122 0.842175 -1.10 1.03 -1.44
H -0.850022 1.073467 -0.147973 0.21 0.41 0.62
N -1.563398 0.039632 0.060581 -5.46 -3.16 -5.36
O 0.115166 1.264885 -0.009949 6.90 0.43 -0.16
O 1.865359 -0.273950 0.015274 0.63 -0.17 0.29
```
Forces are in eV/Å.

Summary:
* ΔE to the lowest compared entry with this formula, charge and spin: 61.1 kcal/mol
* Kohn-Sham gap: 10.03 eV
* net charge: 0
* LUMO level: 0.5 eV

These are the natural (NBO) partial charges, in e, on atoms 1 to 2:
1. C -0.372
2. C 0.773


Entry 3:
Computed, not measured: C5H9EuO5 as an isolated structure at a distorted geometry, with ωB97M-V/def2-TZVPD.

XYZ file:
```
20
Properties=species:S:1:pos:R:3:forces:R:3
C 2.126914 -2.716433 0.325082 0.09 -0.18 0.10
C 1.249680 -1.589997 -0.178682 -0.52 1.14 -0.19
O 0.391019 -0.981985 0.778941 0.46 -1.74 1.40
Eu 0.057650 -1.742113 2.993156 0.17 0.46 -1.18
H 2.776448 -3.082215 -0.482505 -0.16 0.05 0.18
H 2.787192 -2.370780 1.135322 -0.19 -0.12 -0.09
H 1.519904 -3.569454 0.666592 0.17 0.14 0.03
H 0.654288 -1.944590 -1.038107 0.07 -0.13 0.11
H 1.900394 -0.804309 -0.602832 0.04 -0.16 0.05
C -0.802345 0.866208 -0.292828 -1.30 2.63 -2.70
C -1.187543 1.977132 0.689974 -0.07 -0.12 0.18
O -1.846929 3.024916 -0.002864 0.57 0.40 1.05
C -1.447409 3.119735 -1.297459 -2.77 -0.37 -1.40
O -0.886389 2.017318 -1.687627 0.88 -1.34 0.85
O -1.905941 3.993495 -2.005737 1.24 -0.12 0.68
O -1.835607 -0.005954 -0.458359 1.43 -0.76 0.13
H 0.236804 0.785545 -0.628886 -0.68 -1.16 0.88
H -0.291482 2.360154 1.193617 -0.17 -0.07 0.03
H -1.947402 1.622335 1.399634 0.54 -0.14 -0.01
H -1.549251 -0.959008 -0.506440 0.20 1.57 -0.11
```
Forces are in eV/Å.

Summary:
* multiplicity: 9
* Kohn-Sham gap (alpha / beta): 5.69 / 8.47 eV
* net charge: 0
* LUMO level (alpha / beta): -0.5 / -0.9 eV

These are the Mulliken partial charges, in e, on atoms 1 to 2:
1. C -1.394
2. C 0.029


Entry 4:
Computed, not measured: C41H53BF6N6O12P2ReS as an isolated structure at a distorted geometry, with ωB97M-V/def2-TZVPD.

XYZ file:
```
123
Properties=species:S:1:pos:R:3:forces:R:3
Re -0.069785 1.944166 0.205956 -0.29 -0.18 -0.71
F 1.350488 6.858829 1.951487 0.00 0.00 0.00
C 0.362527 5.976698 1.746108 0.02 0.04 0.01
C 0.665001 4.762403 1.162071 0.00 0.05 -0.13
C -0.361886 3.851536 0.952197 0.16 -0.02 -0.04
C -1.679540 4.171095 1.314993 -0.02 -0.01 0.12
C -1.910650 5.399136 1.922846 -0.02 0.02 -0.04
F -3.150622 5.725592 2.333427 0.02 0.00 0.00
C -0.911979 6.320612 2.151061 0.02 -0.03 -0.02
C -2.702145 3.161736 1.035031 0.01 0.05 0.01
C -4.074072 3.388964 0.997811 0.04 -0.02 0.05
C -4.919703 2.373800 0.599513 0.00 -0.02 -0.01
C -4.389066 1.141569 0.248210 -0.03 0.02 0.06
C -3.024732 0.979875 0.307099 0.04 -0.12 0.09
N -2.197679 1.953142 0.702267 0.15 0.15 -0.08
H 1.686286 4.562950 0.863238 0.00 -0.04 0.03
H -1.120770 7.267469 2.626496 -0.01 0.00 0.00
H -4.457322 4.365694 1.238181 -0.02 -0.01 0.01
H -5.985360 2.551014 0.541069 0.00 0.00 0.01
H -5.010798 0.320651 -0.078397 0.00 0.00 -0.01
H -2.562976 0.049441 0.026781 0.06 -0.05 0.01
C -3.379176 -0.750794 3.558248 -0.02 -0.02 0.07
C -3.046930 -2.172071 3.168969 0.14 -0.05 -0.15
C -4.236786 -3.102564 3.235131 -0.02 0.02 0.03
O -2.579288 -2.213116 1.777559 -0.25 -0.01 0.06
P -1.055177 -2.145026 1.377043 0.51 0.23 -0.34
O -0.337729 -0.880482 1.593485 -0.15 0.18 0.36
C -1.125195 -2.591003 -0.377122 -0.10 0.10 0.03
P -0.632651 -1.308574 -1.571843 0.80 -0.50 -0.13
O -0.373688 0.046020 -1.000836 -0.69 0.42 0.58
O 0.711473 -1.728300 -2.216266 -0.47 0.20 0.22
C 1.256742 -2.848523 -3.030635 -0.07 0.01 -0.01
C 2.352748 -3.479774 -2.209808 -0.10 -0.28 0.49
C 0.201941 -3.837702 -3.462793 -0.01 -0.09 0.05
O -1.823022 -1.393626 -2.586735 -0.03 0.13 -0.06
C -1.802625 -0.699401 -3.899140 -0.03 -0.09 0.05
C -2.621124 -1.550628 -4.841651 -0.01 0.01 0.01
C -2.358617 0.691134 -3.724468 -0.01 -0.03 -0.03
O -0.317401 -3.315685 2.139470 -0.08 -0.14 0.09
C -0.718372 -4.717038 2.055522 0.06 0.09 -0.06
C 0.416869 -5.476162 1.401380 0.00 0.00 0.01
C -1.007996 -5.202058 3.460028 0.02 -0.04 0.01
H -3.704366 -0.739667 4.600444 0.00 0.03 -0.01
H -4.196821 -0.369426 2.944317 0.04 0.03 -0.03
H -2.513419 -0.097624 3.463047 0.06 0.07 -0.08
H -2.231366 -2.549759 3.791339 -0.02 0.02 0.02
H -5.044155 -2.719484 2.609472 0.00 0.00 -0.01
H -4.598851 -3.166924 4.261620 -0.01 -0.01 0.00
H -3.981515 -4.105261 2.892419 0.02 0.01 0.01
H -2.119276 -2.951923 -0.639884 0.01 0.00 -0.02
H -0.418190 -3.408876 -0.525158 -0.02 -0.02 -0.06
H 1.694895 -2.350997 -3.893409 -0.32 0.03 0.40
H 1.948837 -3.939907 -1.302240 -0.08 0.14 0.16
H 3.109121 -2.743867 -1.942870 0.00 -0.03 0.06
H 2.848468 -4.243308 -2.808025 -0.20 0.10 0.40
H -0.151472 -4.457042 -2.632701 -0.03 0.03 0.03
H 0.658937 -4.497894 -4.200102 0.06 0.06 0.03
H -0.650745 -3.356290 -3.931350 -0.04 0.04 -0.02
H -0.759175 -0.666470 -4.223946 0.01 0.00 0.02
H -3.637695 -1.656755 -4.460063 0.00 0.01 0.00
H -2.190714 -2.539152 -4.980970 -0.01 -0.02 -0.01
H -2.668011 -1.062469 -5.815032 0.00 0.01 0.00
H -3.414179 0.649436 -3.448737 -0.01 -0.02 0.02
H -2.268791 1.240410 -4.661865 -0.01 0.00 0.01
H -1.812225 1.241308 -2.965768 -0.08 -0.17 -0.12
H -1.620608 -4.777140 1.438065 -0.01 -0.04 0.01
H 1.314716 -5.412018 2.017105 -0.01 0.01 0.00
H 0.651907 -5.073172 0.416476 0.01 -0.02 0.00
H 0.148497 -6.526234 1.285286 0.00 0.00 0.00
H -0.181009 -4.930242 4.117196 0.01 -0.02 -0.01
H -1.105882 -6.287872 3.465175 -0.03 0.00 -0.01
H -1.926844 -4.776397 3.859470 0.01 0.02 0.01
C 2.152933 -1.026799 3.706234 0.01 0.01 -0.01
C 1.323029 -0.114831 4.601312 -0.02 -0.01 0.01
C 1.442897 1.394683 4.272721 0.02 0.05 -0.04
C 0.831405 2.233683 5.407469 -0.02 -0.03 0.01
C 0.909943 3.734946 5.160492 -0.01 0.02 -0.01
C 2.914643 1.713764 4.170759 -0.01 -0.01 0.08
O 3.665677 1.656816 5.115059 0.00 0.03 -0.02
N 3.367781 2.071026 2.924264 -0.03 0.04 -0.05
C 2.642493 2.212353 1.747857 0.04 -0.03 0.00
O 3.198635 2.676041 0.777950 0.00 0.01 -0.02
N 1.309550 1.816496 1.771907 -0.20 -0.24 0.18
C 0.673078 1.678262 2.994445 -0.10 -0.09 0.13
O -0.539011 1.779833 3.028474 -0.08 -0.26 -0.11
H 2.006923 -2.067960 3.993257 -0.03 -0.01 -0.02
H 3.218160 -0.809364 3.804959 0.00 -0.01 0.02
H 1.867250 -0.933314 2.659209 -0.04 0.00 -0.02
H 1.647939 -0.227711 5.637266 -0.02 0.01 0.01
H 0.262113 -0.373122 4.551836 0.03 -0.01 -0.03
H 1.361308 1.969316 6.322977 0.01 0.02 -0.01
H -0.208870 1.924115 5.515379 0.01 0.00 0.02
H 1.943698 4.070250 5.049844 0.01 -0.01 0.00
H 0.479781 4.284002 5.997880 0.00 0.00 0.00
H 0.356655 4.020110 4.262368 0.00 0.00 0.00
H 4.338406 2.344195 2.849272 0.00 0.00 0.00
F -1.046607 2.488697 -1.569741 0.07 0.17 0.15
B -1.548151 3.787250 -2.332785 -0.12 0.21 0.02
F -0.822455 4.809925 -1.776407 0.02 -0.05 -0.04
F -2.884351 3.827383 -2.051581 0.04 -0.03 0.01
F -1.234830 3.527501 -3.632383 0.04 0.06 0.01
O 3.002365 -3.589634 -4.588619 0.80 -0.24 -1.44
S 3.708271 -3.233926 -5.815133 0.35 -0.03 -0.42
O 5.059757 -3.738895 -5.893837 -0.09 0.01 0.05
O 2.905747 -3.351095 -7.012724 -0.08 0.00 0.06
C 3.950683 -1.434297 -5.673820 0.12 0.10 -0.13
N 4.540787 -0.821075 -6.704541 -0.02 -0.03 0.00
C 4.684892 0.490089 -6.616277 0.01 -0.01 0.03
C 4.239593 1.230061 -5.523048 0.03 -0.14 -0.06
C 3.654741 0.493824 -4.512608 -0.01 0.23 0.04
N 3.523647 -0.828956 -4.577993 -0.08 -0.20 -0.04
C 3.065367 1.077173 -3.284649 -0.01 0.13 0.08
C 2.994425 0.271221 -2.153930 0.14 -0.04 -0.09
C 2.242010 0.677842 -1.092678 -0.03 0.01 0.19
N 1.546338 1.827158 -1.111457 0.42 0.27 0.06
C 1.719694 2.681020 -2.129826 -0.11 -0.15 -0.09
C 2.482237 2.338304 -3.229483 -0.07 -0.01 -0.01
H 5.174430 0.982056 -7.450768 -0.01 -0.02 0.00
H 4.365127 2.302367 -5.476063 -0.01 0.00 0.02
H 3.463184 -0.701352 -2.161838 -0.01 0.07 0.05
H 2.117538 0.055357 -0.216403 -0.01 -0.03 -0.02
H 1.167533 3.609793 -2.089307 0.03 0.03 0.01
H 2.522364 3.019420 -4.067620 0.01 0.01 0.00
```
Forces are in eV/Å.

Summary:
* multiplicity: 4
* ΔE to the lowest compared entry with this formula, charge and spin: 15.1 kcal/mol
* Kohn-Sham gap (alpha / beta): 7.29 / 5.98 eV
* net charge: 0
* LUMO level (alpha / beta): -0.8 / -2.1 eV

These are the Mulliken partial charges, in e, on atoms 1 to 2:
1. Re 0.784
2. F -0.367


Entry 5:
Computed, not measured: a 7-piece molecular cluster, C45H35N3O14 overall at a distorted geometry, with ωB97M-V/def2-TZVPD.

XYZ file:
```
97
Properties=species:S:1:pos:R:3:forces:R:3
N 1.365109 -2.146262 -3.542054 -0.10 0.38 0.07
C 2.198579 -1.357419 -3.597269 0.67 -0.63 -0.28
C 3.453240 -0.557664 -3.640236 -0.72 0.98 0.13
N 3.603127 0.171810 -4.911826 0.40 -0.34 0.40
C 4.699940 -1.388276 -3.242432 -0.08 -0.04 0.22
C 4.332927 -2.163890 -2.030496 0.06 0.46 -0.02
N 4.065042 -2.638851 -1.021244 -0.03 -0.15 -0.09
C 5.205032 -2.381840 -4.334688 -0.09 -0.50 0.14
C 4.234861 -2.699838 -5.464685 -0.01 0.18 -0.37
O 3.666778 -3.748698 -5.579247 0.10 -0.16 0.22
C 5.802175 -0.384071 -2.821164 1.30 -1.05 -0.09
C 7.059561 -1.122236 -2.331107 -1.67 0.23 1.07
C 7.176199 -1.340045 -0.852752 0.33 -0.07 -2.08
O 7.958677 -0.365365 -1.575349 0.38 -0.16 0.11
H 3.327040 0.194029 -2.853225 0.02 -0.20 0.17
H 4.570766 0.065568 -5.195876 -0.09 0.11 -0.29
H 3.479109 1.161015 -4.723330 -0.20 0.07 -0.13
H 5.425317 -3.333919 -3.849219 -0.01 0.01 -0.04
H 6.153581 -2.051645 -4.764307 -0.15 0.31 -0.12
H 4.091840 -1.919625 -6.236107 0.02 0.02 0.14
H 6.108420 0.211216 -3.683626 -0.34 0.28 0.05
H 5.481450 0.220343 -1.975894 -0.21 0.31 -0.24
H 7.458732 -1.900799 -2.973346 0.28 0.16 -0.08
H 7.683986 -2.282463 -0.693000 0.13 0.21 0.97
H 6.442248 -0.913202 -0.190141 -0.01 -0.31 0.26
O -0.424844 0.297216 -7.092821 0.03 0.19 -0.06
C -1.239508 -0.515665 -6.701067 0.02 0.01 0.06
C -2.667316 -0.417430 -7.076383 -0.01 -0.21 -0.11
C -3.550444 -1.307336 -6.635337 0.06 -0.01 -0.07
C -3.142392 -2.429978 -5.753191 -0.02 -0.02 0.05
O -3.952839 -3.239320 -5.354188 0.00 0.02 -0.02
C -1.708635 -2.521851 -5.377320 -0.01 0.01 -0.01
C -0.827484 -1.630737 -5.821131 -0.07 -0.03 -0.06
H -2.940244 0.405817 -7.719933 0.02 0.03 0.00
H -4.600705 -1.258384 -6.891950 -0.01 -0.03 0.03
H -1.427379 -3.341566 -4.728636 -0.01 0.01 0.01
H 0.218865 -1.668506 -5.562486 0.04 -0.03 0.00
O 5.639258 -1.311818 2.098134 0.04 0.07 0.03
C 4.695503 -1.445288 2.848438 -0.04 -0.05 -0.04
C 4.788499 -1.055291 4.277456 0.00 0.01 0.05
C 3.753147 -1.203196 5.099034 0.06 0.03 0.00
C 2.464647 -1.763176 4.619985 -0.05 -0.01 -0.01
O 1.521754 -1.894128 5.373122 0.10 0.00 -0.04
C 2.373470 -2.153706 3.192628 0.04 0.01 -0.02
C 3.408325 -2.006389 2.368667 -0.08 -0.03 -0.02
H 5.737028 -0.648720 4.604668 0.01 -0.01 -0.03
H 3.796606 -0.926056 6.144769 -0.04 -0.01 0.00
H 1.425276 -2.561279 2.865745 -0.01 0.00 0.03
H 3.367706 -2.286122 1.323018 0.05 -0.01 -0.01
O 2.386020 3.185525 -4.147948 0.08 -0.09 0.00
C 1.510073 3.818282 -4.704913 -0.04 0.02 -0.05
C 0.726077 3.237377 -5.820495 0.06 -0.16 -0.01
C -0.233100 3.933175 -6.423866 -0.01 -0.01 -0.01
C -0.558554 5.317638 -6.004393 0.07 0.00 -0.02
O -1.441628 5.949824 -6.545519 -0.02 0.03 0.04
C 0.231693 5.901724 -4.890830 0.04 0.01 0.03
C 1.191577 5.205769 -4.288132 -0.02 0.04 0.04
H 0.970519 2.221214 -6.109300 -0.04 0.00 0.00
H -0.817743 3.522923 -7.237829 0.00 -0.02 0.00
H -0.020888 6.913878 -4.601652 -0.02 0.00 -0.03
H 1.777519 5.609883 -3.472380 0.02 -0.03 0.00
O -7.170057 5.828007 -7.003491 -0.01 -0.01 0.00
C -6.425159 4.910624 -6.737372 0.00 0.04 -0.01
C -6.922576 3.512717 -6.661724 0.02 -0.07 0.01
C -6.105807 2.504490 -6.368345 -0.06 0.00 -0.01
C -4.664331 2.734876 -6.105172 0.05 0.04 0.02
O -3.917187 1.813720 -5.842124 -0.11 0.16 0.06
C -4.167340 4.129798 -6.180606 -0.01 -0.03 0.02
C -4.981907 5.139064 -6.474805 0.05 0.00 0.01
H -7.977299 3.367705 -6.857505 -0.01 0.04 -0.01
H -6.447689 1.478844 -6.307296 0.03 -0.01 0.02
H -3.112932 4.276631 -5.987729 -0.07 -0.01 -0.03
H -4.636499 6.163213 -6.537207 0.00 0.00 -0.01
O -2.751718 -2.168338 7.068611 0.01 -0.01 0.01
C -1.895974 -2.469835 7.873184 0.00 -0.01 0.00
C -2.161480 -2.419176 9.335126 -0.07 -0.01 0.10
C -1.214575 -2.748408 10.211771 -0.05 0.03 -0.05
C 0.135270 -3.177867 9.772286 0.06 -0.02 0.04
O 0.994322 -3.477402 10.576660 -0.02 0.02 -0.01
C 0.395058 -3.227902 8.313764 -0.02 0.00 -0.04
C -0.545035 -2.900822 7.431702 -0.05 -0.06 0.04
H -3.154582 -2.101204 9.643056 0.24 -0.06 -0.16
H -1.380971 -2.720137 11.281892 0.03 -0.02 0.00
H 1.386197 -3.542300 8.012696 0.01 0.01 0.02
H -0.371951 -2.929087 6.365637 -0.01 0.05 -0.01
O -6.816173 1.675336 14.275287 0.01 -0.01 -0.01
C -6.379465 1.012652 13.360291 -0.02 0.03 0.04
C -4.942093 1.062020 12.990552 0.05 -0.03 -0.04
C -4.463642 0.335559 11.984274 0.02 0.04 0.05
C -5.345965 -0.555076 11.191328 0.02 -0.01 -0.05
O -4.908072 -1.219076 10.274426 -0.19 0.07 0.14
C -6.781475 -0.605586 11.558800 -0.06 0.02 0.03
C -7.260678 0.120707 12.565038 0.00 -0.04 -0.05
H -4.316709 1.717743 13.582674 -0.03 0.01 0.02
H -3.419793 0.357207 11.696825 -0.01 -0.02 -0.03
H -7.405773 -1.261414 10.965641 0.03 -0.01 -0.02
H -8.304301 0.099196 12.851454 0.01 0.03 0.03
```
Forces are in eV/Å.

Summary:
* Kohn-Sham gap: 7.82 eV
* structure (SMILES): N#C[C@H](N)[C@@](C#N)(CC=O)C[C@@H]1CO1.O=C1C=CC(=O)C=C1.O=C1C=CC(=O)C=C1.O=C1C=CC(=O)C=C1.O=C1C=CC(=O)C=C1.O=C1C=CC(=O)C=C1.O=C1C=CC(=O)C=C1
* net charge: 0
* LUMO level: -2.0 eV

These are the Mulliken partial charges, in e, on atoms 1 to 2:
1. N -0.479
2. C -0.297